The following is a quantum chemistry calculation of C40H27AsF13N7O2SV as an isolated structure, from OMol25.

XYZ file:
```
92
Properties=species:S:1:pos:R:3:mulliken_spin:R:1
V -0.81 -0.07 0.93 1.976
C -3.39 -3.18 -1.19 0.001
C -2.87 -2.11 -0.29 0.019
N -1.67 -2.01 0.15 -0.038
N -0.80 -3.07 0.02 0.022
C -0.91 -4.20 0.79 0.003
N 0.30 -4.76 1.01 -0.001
S -2.33 -4.87 1.36 0.001
C -3.75 -0.99 0.10 0.029
C -5.09 -0.97 -0.20 0.001
C -5.85 0.12 0.20 0.003
C -5.23 1.16 0.86 -0.001
C -3.87 1.06 1.12 0.028
N -3.14 0.01 0.77 -0.035
H -2.58 -3.86 -1.49 0.000
H -3.81 -2.70 -2.08 0.001
H -4.16 -3.77 -0.70 0.001
H 0.16 -2.71 0.05 0.020
H 1.13 -4.19 0.92 0.000
H 0.31 -5.56 1.62 0.000
H -5.54 -1.80 -0.74 0.000
H -6.91 0.16 -0.02 0.000
H -5.77 2.04 1.18 0.000
H -3.34 1.87 1.61 0.002
F 4.16 2.18 1.47 0.000
C 3.25 1.31 1.95 -0.005
C 2.04 1.17 1.31 -0.027
C 1.08 0.29 1.81 -0.089
C 1.39 -0.45 2.97 0.022
C 2.65 -0.29 3.55 -0.017
F 3.01 -1.03 4.63 -0.001
C 3.60 0.58 3.06 0.010
C 0.33 -1.32 3.50 0.006
C 0.35 -1.97 4.73 -0.002
C -0.77 -2.65 5.16 0.005
C -1.90 -2.68 4.36 0.001
C -1.84 -2.04 3.14 0.033
N -0.76 -1.40 2.71 -0.026
H 1.85 1.76 0.42 0.019
H 4.56 0.68 3.54 0.001
H 1.22 -1.90 5.36 0.000
H -0.76 -3.15 6.12 0.000
H -2.80 -3.19 4.66 0.000
H -2.70 -2.04 2.49 -0.003
F -1.38 1.14 2.69 -0.008
As -1.97 2.03 4.15 0.000
F -2.64 3.22 3.07 0.000
F -3.43 1.11 4.01 0.000
F -2.57 2.86 5.53 0.000
F -1.28 0.77 5.11 0.000
F -0.49 2.89 4.18 0.000
O 1.90 -2.25 0.37 0.000
C 1.79 -1.32 -0.44 -0.039
N 2.81 -0.90 -1.24 0.002
C 2.32 -0.03 -2.29 -0.002
C 0.80 -0.06 -1.95 0.062
O -0.03 0.38 -2.72 0.001
N 0.61 -0.66 -0.73 0.001
C 2.53 -0.61 -3.68 0.000
C 2.63 0.22 -4.79 0.000
C 2.76 -0.32 -6.06 0.000
C 2.79 -1.70 -6.24 0.000
C 2.69 -2.53 -5.14 0.000
C 2.56 -1.99 -3.87 0.000
C 2.86 1.39 -2.14 0.000
C 2.04 2.51 -2.25 0.000
C 2.56 3.79 -2.08 0.001
C 3.91 3.96 -1.81 0.000
C 4.74 2.85 -1.72 0.000
C 4.21 1.58 -1.87 -0.001
H 3.65 -1.44 -1.30 0.000
H 2.60 1.29 -4.66 0.000
H 2.83 0.34 -6.92 0.000
H 2.89 -2.12 -7.23 0.000
H 2.71 -3.60 -5.26 0.000
H 2.46 -2.65 -3.01 0.000
H 0.98 2.39 -2.45 0.000
H 1.91 4.65 -2.13 0.000
H 4.32 4.95 -1.66 0.000
H 5.79 2.97 -1.49 0.000
H 4.86 0.71 -1.76 0.000
F 0.06 3.23 1.21 0.000
C -0.66 3.03 0.09 0.026
C -1.13 1.77 -0.24 0.089
C -1.90 1.75 -1.39 -0.081
F -2.50 0.60 -1.80 -0.002
C -2.15 2.85 -2.20 -0.014
F -2.89 2.75 -3.31 0.000
C -1.60 4.07 -1.84 0.013
F -1.81 5.15 -2.61 0.001
C -0.86 4.16 -0.69 -0.011
F -0.34 5.35 -0.34 0.000
```

Summary:
HOMO energy (spin up / spin down) (eV): -5.937 / -5.956
DFT total energy (Eh): -6950.8419
Charge: -1
Spin multiplicity: 3
LUMO (spin up / spin down) (eV): 1.736 / 1.610
Expectation value of S²: 2.02
Frontier orbital gap (spin up / spin down) (eV): 7.673 / 7.566
Strongest force on any atom (eV/A): 0.34